(1)
Molecular formula: C7H10N2O
Method: DFT, the ωB97M-V functional and the def2-TZVPD basis

XYZ file:
```
20
C7H10N2O | the Open Molecules 2025 dataset | the ωB97M-V functional and the def2-TZVPD basis
N 2.7020 1.0798 -0.4614
C 1.9793 0.1780 -0.3967
C 1.0327 -0.9479 -0.3854
C -0.3979 -0.4953 -0.2756
C -1.1483 0.0144 0.9410
N -2.4318 -0.2594 0.2121
C -2.3843 0.7427 -0.9109
C -1.2141 -0.0247 -1.4884
C -1.6469 -1.2155 -0.6883
H 1.1822 -1.5254 -1.3098
H 1.2967 -1.6076 0.4545
H -1.0558 -0.6709 1.7933
H -1.0201 1.0543 1.2737
H -3.2905 0.6499 -1.5228
H -2.2536 1.7847 -0.5858
H -0.7864 -0.0089 -2.4898
H -1.8988 -2.2498 -0.9149
O 4.0719 1.2429 2.5039
H 3.3257 0.6027 2.6147
H 3.9380 1.6559 1.6366
```

Summary:
frontier orbital gap: 0.3651 Ha
SMILES: N#CC[C@@]12CN3C[C@@H]1[C@H]32.O
energy above the lowest of the compared OMol25 structures with the same formula, charge and spin: 93.1 kcal per mole
lowest unoccupied orbital energy: 0.0183 hartree

Löwdin population analysis, charges in e, atoms 1 to 4: number 1, N, carries 0.15; number 2, C, carries -0.19; number 3, C, carries -0.10; number 4, C, carries -0.34


(2)
Molecular formula: CH4N2O2S
Method: DFT, the ωB97M-V functional and the def2-TZVPD basis

XYZ file:
```
10
CH4N2O2S | the Open Molecules 2025 dataset | the ωB97M-V functional and the def2-TZVPD basis
C -0.0177 -0.6828 -0.1300
H 1.9104 1.1542 0.0536
H -1.1631 0.8258 0.3132
H -0.2928 -2.2514 0.9422
H -2.4849 -0.8633 1.1943
N -0.3945 0.5911 -0.3398
N -0.9473 -1.5331 0.4939
O 1.1680 -1.1280 -0.2502
O -1.5911 -0.8768 1.5240
S 0.9321 1.7415 -0.8120
```

Summary:
frontier orbital gap: 0.3639 Ha
SMILES: O=C(NO)NS
energy above the lowest of the compared OMol25 structures with the same formula, charge and spin: 43.6 kcal per mole
lowest unoccupied orbital energy: 0.0136 hartree

Löwdin population analysis, charges in e, atoms 1 to 4: number 1, C, carries -0.63; number 2, H, carries -0.08; number 3, H, carries 0.10; number 4, H, carries 0.17


(3)
Molecular formula: C44H81AlBeBr4FN3O14S3
Method: DFT, the ωB97M-V functional and the def2-TZVPD basis

XYZ file:
```
152
C44H81AlBeBr4FN3O14S3 | the Open Molecules 2025 dataset | the ωB97M-V functional and the def2-TZVPD basis
C 0.4005 -2.1424 6.3473
C -1.0912 -2.1963 5.7782
O -2.0088 -1.7024 6.4665
O -1.4465 -2.7332 4.5152
C -1.7032 -4.1635 4.6035
C -1.2284 -4.9581 3.2792
C 0.3666 -4.8688 3.1279
C 0.8435 -4.6686 1.5900
C 0.2218 -3.3496 0.9251
C 1.2447 -2.6088 -0.0944
C 0.6949 -1.0874 -0.2877
C 1.9570 -0.1194 -0.2689
C 1.7040 1.4225 0.0561
C 2.2336 2.2501 -1.2514
C 1.3013 2.0176 -2.5456
C 2.1213 1.3785 -3.7943
S 0.8895 1.1579 -5.1803
C 1.1761 2.4807 -6.4583
S 2.0320 3.8582 -6.0448
N 0.5957 2.2011 -7.7813
C -0.4502 3.1895 -8.1808
C -1.1142 2.6075 -9.5404
O -0.1391 2.3724 -10.5891
C 0.9077 1.4792 -10.1288
C 1.6022 2.2167 -8.8599
C 2.7437 1.8377 1.2329
C 2.0152 1.5977 2.6728
C 3.0495 2.2613 3.7518
C 1.9314 0.0547 3.0901
N 0.7544 2.3647 2.8097
O 1.0169 3.5913 2.8822
C -0.2930 2.0350 1.8133
C -1.2958 3.3243 1.8154
C -1.2759 0.8210 2.2725
C 0.2044 1.8962 0.2920
H 1.1420 -2.1859 5.4825
H 0.6163 -2.9871 7.0816
H 0.5701 -1.1411 6.8748
H -2.8238 -4.3106 4.8084
H -1.1516 -4.6062 5.5078
H -1.7865 -4.5838 2.3559
H -1.6007 -6.0349 3.4428
H 0.7810 -5.8496 3.5643
H 0.7668 -4.0413 3.8082
H 1.9781 -4.6962 1.6191
H 0.5136 -5.6377 1.0617
H -0.7389 -3.6849 0.3885
H -0.0469 -2.6515 1.8029
H 1.2675 -3.1787 -1.0766
H 2.2882 -2.6383 0.3528
H 0.2055 -0.9777 -1.3245
H -0.0635 -0.9342 0.5406
H 2.4784 -0.2121 -1.2912
H 2.7224 -0.5252 0.4860
H 2.2999 3.3538 -0.9599
H 3.3020 1.8886 -1.4359
H 0.4363 1.3056 -2.3549
H 0.9487 3.0425 -2.9090
H 2.4774 0.3198 -3.5219
H 2.9896 2.0441 -4.0960
H -0.0477 4.2509 -8.3427
H -1.2662 3.2634 -7.3820
H -1.6413 1.6305 -9.2351
H -1.8931 3.3247 -9.9553
H 1.6573 1.2230 -10.9498
H 0.3984 0.5415 -9.6949
H 1.8527 3.2752 -9.2364
H 2.6085 1.7204 -8.5707
H 3.7291 1.2784 1.1717
H 2.8531 2.9762 1.1505
H 3.8355 1.4701 4.0251
H 2.4600 2.4404 4.7175
H 3.5484 3.1983 3.3480
H 3.0104 -0.3440 3.1141
H 1.3703 -0.6083 2.3610
H 1.5272 -0.0809 4.1446
H -1.5923 3.6082 2.8747
H -2.2376 2.9955 1.2652
H -0.8651 4.2126 1.2578
H -1.9357 0.6343 1.3478
H -1.9929 1.1341 3.0973
H -0.7280 -0.1519 2.4627
H -0.5952 1.2946 -0.2620
H 0.1242 2.9544 -0.1585
F 2.6296 -4.2209 4.3441
C 1.4490 -2.5100 9.5776
O 2.1870 -1.7466 8.9859
N 0.8133 -2.2391 10.7556
C -0.0574 -3.2041 11.4090
C 1.0142 -0.9532 11.3677
H 1.2305 -3.5177 9.1928
H -1.0587 -2.7771 11.5005
H 0.3376 -3.4250 12.4028
H -0.1148 -4.1283 10.8342
H 0.6829 -0.1692 10.6617
H 2.0804 -0.8124 11.5735
H 0.4471 -0.8752 12.2975
Be 3.4475 0.8730 -7.7041
C -1.9030 5.2786 5.9737
Br -1.4387 3.3940 6.0285
Br -1.9052 6.0724 7.7412
Br -0.7762 6.2624 4.7419
H -2.9213 5.3424 5.5941
O 3.7460 -3.1117 2.2584
C 4.7395 -3.5074 1.7011
O 4.7765 -4.6005 0.9024
C 6.1309 -4.8478 0.4937
C 6.8397 -3.5213 0.6467
C 6.1120 -2.9021 1.8204
H 6.5538 -5.6225 1.1390
H 6.1443 -5.2016 -0.5377
H 7.9148 -3.6211 0.7988
H 6.6817 -2.9105 -0.2480
H 6.5511 -3.1990 2.7752
H 6.0656 -1.7932 1.7360
Br 5.7120 -0.3164 2.7271
O -6.0790 3.1065 -9.7112
S -5.5586 4.3085 -10.3051
O -4.1917 4.7250 -10.1054
O -6.5369 5.5420 -9.9435
C -6.8022 5.8178 -8.5656
C -5.6136 6.4671 -7.8809
C -5.8711 4.2682 -12.0457
H -7.1112 4.9074 -8.0448
H -7.6495 6.5072 -8.5386
H -4.7642 5.7836 -7.8309
H -5.8673 6.7598 -6.8595
H -5.2859 7.3503 -8.4341
H -6.9086 3.9849 -12.2148
H -5.2027 3.5263 -12.4829
H -5.6590 5.2505 -12.4659
C 0.2843 -4.8048 -5.0236
C 1.2125 -5.1477 -3.8886
O 2.3370 -4.6858 -3.8299
C 0.6952 -6.0840 -2.8288
H 0.7895 -4.1226 -5.7103
H 0.0120 -5.7111 -5.5682
H -0.6108 -4.3131 -4.6367
H 0.4411 -7.0474 -3.2752
H -0.1815 -5.6483 -2.3442
H 1.4698 -6.2410 -2.0754
Al 0.6818 1.6303 10.6705
C -6.3800 0.6275 2.6625
C -4.9676 0.3854 3.1054
O -4.3716 1.6730 2.9870
C -5.3778 2.5888 3.0639
O -5.2064 3.7674 3.1663
O -6.5951 1.9900 3.0107
H -7.0939 -0.0209 3.1712
H -6.5058 0.5152 1.5819
H -4.9044 0.0609 4.1480
H -4.4519 -0.3421 2.4766
```

Summary:
frontier orbital gap: 0.1745 Ha
energy above the lowest of the compared OMol25 structures with the same formula, charge and spin: 179.3 kcal per mole
<S²>: 1.758
2S+1: 2
lowest unoccupied orbital energy: -0.3393 hartree
charge: +3

Löwdin population analysis, charges in e, atoms 1 to 4: number 1, C, carries 0.01; number 2, C, carries -0.42; number 3, O, carries 0.06; number 4, O, carries -0.10


(4)
Molecular formula: C2H6S3
Method: DFT, the ωB97M-V functional and the def2-TZVPD basis

XYZ file:
```
11
C2H6S3 | the Open Molecules 2025 dataset | the ωB97M-V functional and the def2-TZVPD basis
C 1.9553 0.0635 -0.8030
C -1.3866 -0.0546 0.5614
S -1.3287 -1.6161 1.2877
S -2.2645 -0.1282 -1.0197
S -1.1603 1.3831 1.3227
H 1.7303 0.4444 0.2668
H 2.7487 0.6380 -1.3064
H 1.0146 0.2046 -1.3804
H -0.7659 -1.0943 2.5364
H -2.7679 1.1035 -0.7441
H 2.2251 -0.9440 -0.7213
```

Summary:
frontier orbital gap: 0.3054 Ha
SMILES: S=C(S)S.C
energy above the lowest of the compared OMol25 structures with the same formula, charge and spin: 12.3 kcal per mole
lowest unoccupied orbital energy: -0.0235 hartree

Löwdin population analysis, charges in e, atoms 1 to 4: number 1, C, carries -0.06; number 2, C, carries -1.68; number 3, S, carries 0.66; number 4, S, carries 0.63


| no. | energy (eV) | M (g/mol) |
| --- | --- | --- |
| 1 | -12445.4092 | 138.17 |
| 2 | -19010.0343 | 108.12 |
| 3 | -402426.3787 | 1346.95 |
| 4 | -34675.9239 | 126.27 |